[1]
38
Properties=species:S:1:pos:R:3:forces:R:3:mulliken_spin:R:1 method="wB97M-V/def2-TZVPD" e_homo_ev="-5.7 / -9.0" charge=0 relative_energy_kj_mol=0.0 lumo_ev="0.83 / -0.81" s_squared=2.02 e_tot_ha=-635.05461 gap_ev="6.55 / 8.17" spin_multiplicity=3
C -0.959049 0.062811 0.306254 1.42 -4.12 1.05 0.019
C 1.969806 -3.467229 0.699185 -2.09 -0.04 -0.58 -0.002
C 2.147366 -1.968106 0.781682 3.06 1.09 -0.72 -0.006
C 0.429183 -3.690147 0.533420 0.35 -1.34 -2.78 -0.002
C 1.892664 -1.239602 -0.572543 -0.37 -1.56 0.78 0.018
C 0.057147 -3.063715 -0.861277 -1.39 1.03 1.72 0.028
C -2.882747 1.345141 -0.509791 1.08 -2.07 -1.67 -0.033
C -1.283831 3.658331 -0.561400 -0.04 -0.17 1.83 0.030
C -0.699364 2.978428 1.830634 -3.65 1.69 -1.22 0.031
C 0.765216 2.185243 -0.002774 0.26 3.21 0.07 0.046
C -1.495616 1.266048 0.086337 -1.24 2.41 0.13 0.381
C -0.691311 2.544296 0.399671 0.00 -0.87 -2.77 0.073
N -0.505831 -1.034166 0.461014 -3.54 4.51 2.60 0.464
N 0.542276 -1.687997 -1.043313 4.87 -1.39 -2.25 0.264
N 0.336478 -1.094941 -2.178567 2.53 2.70 0.47 0.689
H 2.504339 -3.712518 -0.243721 0.02 -0.81 0.92 -0.001
H 2.241176 -3.959215 1.635923 0.72 -0.10 -0.45 0.001
H 1.577147 -1.424496 1.501837 -0.44 -0.19 0.84 0.004
H 3.246864 -1.850096 1.052845 -1.17 0.36 -0.28 0.000
H -0.002963 -4.775350 0.424477 1.19 1.81 0.75 0.000
H 0.008264 -3.134900 1.333824 -0.91 0.05 0.59 0.003
H 1.931409 -0.129770 -0.482347 -0.35 -1.00 -0.02 0.003
H 2.587654 -1.529426 -1.377566 0.07 0.02 0.43 -0.011
H 0.320406 -3.768233 -1.642118 0.27 0.19 -0.44 -0.023
H -1.026980 -2.775507 -0.898092 0.41 -1.31 -0.05 0.004
H -3.638506 1.600139 0.179345 -0.91 0.46 1.05 0.033
H -2.857612 2.116817 -1.299755 -0.37 -0.87 0.12 0.010
H -3.154239 0.297889 -0.919584 0.32 1.79 0.40 0.001
H -0.906828 3.559298 -1.554396 -0.07 -0.39 -0.84 -0.003
H -0.986555 4.640233 -0.240000 0.49 0.48 0.37 -0.001
H -2.386090 3.698576 -0.509169 0.63 -0.07 -0.20 0.001
H -1.791163 3.180164 2.132544 1.59 0.08 -0.23 -0.001
H -0.331162 2.305206 2.497628 1.20 -2.16 1.73 -0.008
H -0.116915 3.864987 1.839743 0.39 1.07 0.52 0.003
H 1.258624 1.770829 0.818155 0.64 -1.39 1.33 0.002
H 1.415227 3.091251 -0.152941 -0.87 -0.27 -0.05 0.006
H 0.898999 1.613338 -0.876401 -0.27 -0.86 -1.04 -0.025
H -0.413484 -1.473612 -2.588765 -3.83 -1.98 -2.12 0.004

=====

[2]
43
Properties=species:S:1:pos:R:3:forces:R:3:mulliken_spin:R:1 method="wB97M-V/def2-TZVPD" e_homo_ev="-15.2 / -15.3" charge=+2 relative_energy_kj_mol=8.3 lumo_ev="-6.39 / -8.18" s_squared=8.79 e_tot_ha=-2399.21066 gap_ev="8.82 / 7.10" spin_multiplicity=6
Pm -0.695411 0.420188 0.945346 -0.77 -0.61 -2.42 4.039
P -2.795632 -1.728991 1.505775 -0.89 -1.79 -1.32 -0.001
P -0.304095 3.271239 0.834403 0.32 1.60 0.04 0.006
N 0.328018 -1.657518 0.149138 -0.65 -2.34 -0.86 -0.011
N 1.409339 0.733223 -0.297094 0.81 0.55 -0.21 0.446
H 1.961340 -2.519962 -1.090948 -0.56 0.44 0.82 -0.001
H 3.285091 -0.258387 -0.734505 -0.74 0.10 -0.17 0.019
H 2.458924 -1.948224 0.530532 -0.74 -0.10 -0.15 0.000
C 1.764880 -1.741504 -0.309344 0.22 -0.12 0.41 0.017
H 2.025823 -0.392638 -2.007165 -0.03 0.21 0.74 0.026
C 2.189637 -0.389115 -0.902584 -0.18 0.50 -0.25 -0.073
H 0.014468 -3.761507 -0.001318 0.17 0.96 -0.36 0.000
H 2.775967 2.109544 -1.128789 -0.85 -0.24 0.40 0.013
C -0.411198 -2.732211 0.102931 0.76 0.15 -0.21 0.002
C 1.826884 1.966155 -0.546987 0.97 -0.28 -0.49 -0.038
C -1.929227 -2.782166 0.136580 0.03 -1.35 2.80 0.003
C 1.207648 3.160737 -0.129688 0.86 -0.60 -0.48 0.513
H -2.301060 -3.807636 0.516482 1.16 1.32 -1.02 0.000
H 1.750425 4.062796 -0.418579 -0.34 -0.10 0.13 0.009
H -0.907733 4.319227 0.081485 -0.12 -0.41 0.29 0.022
H 0.244019 4.106634 1.853930 -0.31 -0.24 -0.13 0.027
H -4.074194 -1.921272 0.897833 0.28 0.84 0.09 0.000
H -3.087440 -2.941937 2.188840 0.44 0.74 0.78 -0.001
H -0.118075 1.029675 -2.629292 0.23 0.10 0.04 0.001
C -1.161993 0.726304 -2.486216 0.43 1.28 0.33 0.007
C -2.039486 1.901973 -2.819956 -0.80 0.32 -0.57 -0.002
C -1.337792 -0.491972 -3.368256 -0.37 -0.24 0.06 -0.002
O -1.365422 0.605577 -1.093273 0.76 -1.33 2.49 -0.023
H -1.903836 2.324199 -3.795181 0.25 0.00 -0.79 0.000
H -3.077976 1.591098 -2.763943 -0.26 -0.06 0.05 0.000
H -1.934394 2.742484 -2.134014 0.28 -0.19 0.24 0.000
H -0.621225 -1.290053 -3.114378 -0.33 0.18 0.05 0.000
H -2.371710 -0.879151 -3.378482 0.41 0.09 0.11 0.000
H -1.096390 -0.173293 -4.389102 -0.10 -0.11 0.13 0.000
H -2.350265 -2.698636 -0.835915 -0.20 0.61 -0.92 0.001
S 1.007070 -0.039152 5.341788 0.61 -0.25 -1.25 0.000
C 2.543028 -0.132586 4.477506 -1.21 0.08 -0.78 -0.002
C 2.325179 -0.162332 3.118343 -1.22 0.18 1.15 0.004
N 0.961648 -0.100167 2.784991 -0.03 -0.13 0.08 -0.001
C 0.147615 -0.075783 3.833319 2.26 0.16 0.47 0.003
H 3.507530 -0.144877 4.968655 -0.25 -0.02 0.17 0.000
H 3.090120 -0.228080 2.340868 -0.43 0.10 0.33 -0.003
H -0.940119 -0.071915 3.766285 0.17 0.03 0.15 0.000

=====

[3]
41
Properties=species:S:1:pos:R:3:forces:R:3:lowdin_charge:R:1 method="wB97M-V/def2-TZVPD" e_homo_ev=-12.3 charge=+1 lumo_ev=-3.87 e_tot_ha=-1490.69761 gap_ev=8.46
C 2.241628 -3.884325 -0.104642 -0.83 0.07 -0.24 0.153
C 2.727430 -3.111525 -0.881549 0.25 -0.22 0.02 -0.293
P 3.394248 -1.906579 -1.902649 -0.29 0.31 0.47 1.028
C 3.277463 -0.290667 -1.106667 0.58 0.37 -0.35 -0.310
C 2.582708 0.783625 -1.962389 -0.15 0.14 0.29 -0.227
C 1.074927 0.902714 -1.721044 0.30 -0.31 -0.45 -0.164
C 0.275450 -0.408471 -1.705828 -0.06 0.20 0.55 -0.212
N -0.162038 -0.745260 -0.342388 -0.06 -0.81 -0.82 0.056
C -1.221512 -1.695573 -0.221988 -0.34 0.15 0.65 -0.489
C -1.513256 -2.702610 -1.309730 -0.13 0.43 -0.32 0.006
O -1.865485 -1.725706 0.801311 0.44 -0.08 -0.17 0.084
H 1.579616 -4.502993 0.464276 0.41 -0.19 0.27 0.071
H 2.658962 -1.895809 -3.084810 0.20 -0.12 -0.16 0.049
H 4.710385 -2.269917 -2.188435 0.00 0.04 -0.12 0.048
H 4.312107 0.014954 -0.945879 0.13 -0.07 0.06 0.101
H 2.841222 -0.387653 -0.116927 -0.18 -0.19 0.07 0.104
H 3.029294 1.727951 -1.660903 0.06 0.12 -0.03 0.122
H 2.842514 0.676372 -3.015361 -0.05 -0.20 -0.13 0.109
H 0.933421 1.427937 -0.782864 -0.27 0.02 0.12 0.079
H 0.678422 1.519050 -2.523787 -0.04 0.24 0.05 0.120
H 0.811311 -1.242405 -2.176277 0.08 -0.03 -0.17 0.070
H -0.624541 -0.262551 -2.293803 -0.09 -0.05 -0.10 0.123
H 0.608051 -1.081484 0.225453 -0.10 0.46 0.41 0.115
H -2.587083 -2.828720 -1.383377 -0.13 -0.13 0.10 0.093
H -1.076894 -3.649802 -1.002510 0.04 -0.12 0.03 0.086
H -1.141834 -2.441313 -2.295137 0.15 -0.01 -0.03 0.064
C -2.722433 1.630684 3.251675 -0.03 0.08 -0.10 -0.209
C -3.117191 1.445314 1.780301 0.03 -0.05 0.02 -0.205
C -2.301891 2.452218 0.957625 -0.28 -0.16 -0.06 -0.211
S -0.784389 2.732844 1.878312 -0.21 -0.19 0.09 0.670
O -0.746913 4.102095 2.314368 0.15 0.06 -0.07 -0.305
O 0.332870 2.160265 1.158126 0.22 0.15 0.01 -0.359
C -1.198262 1.688320 3.269162 -0.13 -0.14 0.16 -0.225
H -3.094830 0.819836 3.874596 0.01 -0.01 0.01 0.119
H -3.133913 2.566514 3.635084 0.02 0.00 0.03 0.122
H -2.875026 0.429348 1.465509 0.04 0.01 0.02 0.089
H -4.184971 1.592697 1.627396 0.00 0.03 0.00 0.118
H -2.046456 2.073543 -0.029140 0.09 0.06 -0.01 0.093
H -2.807490 3.411519 0.867193 0.09 0.06 0.04 0.106
H -0.782877 2.122022 4.175751 0.08 0.07 -0.07 0.110
H -0.762094 0.706788 3.084681 0.01 0.01 -0.05 0.103